# 1
3 unconnected molecules or ions with the total composition C25H50BN3O9PS2, computed with the ωB97M-V functional and the def2-TZVPD basis.

Geometry as XYZ:
```
91
Properties=species:S:1:pos:R:3:forces:R:3
C -6.502 0.192 3.472 0.183 -0.037 -0.645
C -5.313 0.369 2.460 -0.348 0.667 1.475
C -4.043 0.699 3.295 0.501 -0.209 -1.078
C -2.760 0.739 2.421 -0.566 0.842 0.344
C -1.483 1.153 3.207 0.385 -1.751 -0.765
C -0.231 0.689 2.373 -0.487 0.856 -0.094
C 0.069 1.723 1.226 -0.185 -0.862 0.627
C -0.516 1.326 -0.157 0.342 1.275 -0.518
C 0.480 0.495 -1.035 -0.453 0.933 0.661
C 0.189 -1.022 -0.910 0.518 -0.004 0.590
C 1.388 -1.914 -1.189 -0.817 -0.758 -1.850
C 1.470 -2.817 -2.310 1.671 0.892 0.355
P 0.071 -2.894 -3.507 -1.021 -0.208 0.237
C 0.546 -3.639 -5.147 0.237 0.785 -0.036
C -0.387 -1.140 -4.013 0.052 -0.194 -0.619
C -1.938 -1.032 -4.143 0.821 -0.070 -0.712
C 2.650 -3.596 -2.325 -0.251 -0.381 -1.128
C 2.874 -4.662 -3.389 0.831 -0.469 0.752
B 1.903 -5.907 -3.084 -0.394 -0.413 0.487
O 1.540 -6.864 -4.006 -0.018 1.393 -0.115
O 1.372 -5.990 -1.777 -0.148 0.624 -1.017
C 3.661 -3.446 -1.336 -1.147 -0.261 -0.984
N 3.528 -2.591 -0.366 0.801 -0.343 0.260
N 2.421 -1.918 -0.351 -0.875 1.411 0.813
N 2.302 -1.017 0.769 0.067 -1.233 0.272
C 1.954 -1.721 1.747 -0.324 0.135 1.184
O 1.615 -2.281 2.700 0.162 0.484 -1.323
H -6.288 0.775 4.384 -0.087 -0.440 -0.233
H -7.444 0.600 3.069 0.319 -0.375 0.068
H -6.637 -0.878 3.699 -0.056 0.513 0.214
H -5.145 -0.535 1.855 -0.189 0.383 0.046
H -5.587 1.239 1.837 0.478 -0.511 -0.123
H -3.892 -0.081 4.066 -0.222 0.473 -0.107
H -4.172 1.692 3.759 -0.014 -0.471 0.116
H -2.641 -0.249 1.934 0.116 0.384 0.250
H -2.931 1.485 1.621 0.062 -0.386 0.122
H -1.472 0.563 4.141 -0.060 0.574 -0.079
H -1.443 2.236 3.397 -0.066 -0.442 0.149
H -0.516 -0.286 1.938 0.308 0.221 0.195
H 0.654 0.536 3.014 -0.323 0.202 -0.131
H -0.347 2.686 1.572 0.188 -0.306 -0.377
H 1.163 1.853 1.159 -0.417 0.079 -0.208
H -0.703 2.288 -0.705 0.129 -0.900 0.338
H -1.504 0.837 -0.083 0.444 0.056 0.099
H 1.484 0.779 -0.674 -0.294 -0.453 -0.279
H 0.401 0.899 -2.056 0.034 -0.557 0.195
H -0.683 -1.306 -1.516 0.473 -0.064 0.103
H -0.095 -1.223 0.139 0.012 0.133 -0.434
H 1.526 -3.246 -5.450 -0.323 -0.426 -0.199
H 0.466 -4.732 -5.179 0.334 0.368 0.109
H -0.184 -3.246 -5.879 0.138 -0.090 0.500
H 0.019 -0.957 -5.028 0.091 -0.244 0.504
H 0.069 -0.380 -3.370 -0.302 -0.313 -0.177
H -2.306 -1.962 -4.616 -0.079 0.310 0.537
H -2.140 -0.248 -4.893 -0.150 -0.025 0.709
H -2.426 -0.831 -3.182 -0.026 -0.119 -0.391
H 3.906 -5.050 -3.240 -0.422 0.139 -0.202
H 2.843 -4.298 -4.420 -0.111 -0.130 0.396
H 0.577 -6.953 -3.949 0.232 -0.837 0.099
H 0.468 -5.639 -1.802 0.040 -0.280 0.476
H 4.553 -4.072 -1.391 -0.164 0.432 0.274
O 2.384 1.703 6.795 -0.092 0.005 -0.338
S 3.773 1.527 6.505 0.479 -0.166 0.544
O 4.340 1.992 5.276 -0.285 0.062 -0.128
O 4.143 -0.020 6.691 0.072 0.214 0.157
C 3.394 -0.980 5.934 -0.333 -0.372 -0.529
C 3.773 -0.968 4.464 0.152 0.236 -0.131
C 4.737 2.156 7.839 0.036 -0.097 0.079
H 2.322 -0.813 6.067 0.051 0.155 0.083
H 3.624 -1.956 6.358 0.140 0.169 0.229
H 3.504 -0.021 3.993 0.003 0.016 0.030
H 3.261 -1.765 3.930 0.219 -0.060 0.375
H 4.850 -1.095 4.344 -0.023 -0.024 0.030
H 4.333 1.781 8.776 -0.007 -0.015 -0.040
H 4.666 3.241 7.804 -0.065 -0.020 -0.074
H 5.770 1.845 7.703 -0.033 -0.007 -0.030
O -1.915 2.529 -4.642 -0.054 -0.167 0.395
S -1.056 3.585 -4.194 0.367 0.761 -0.408
O -0.642 3.680 -2.822 -0.233 -0.427 -0.135
O -1.665 4.980 -4.654 0.258 -0.275 -0.052
C -3.009 5.308 -4.245 -0.737 0.194 0.455
C -3.091 5.662 -2.772 0.199 -0.135 0.139
C 0.386 3.623 -5.209 -0.004 0.066 -0.073
H -3.688 4.490 -4.493 0.182 -0.105 -0.055
H -3.308 6.169 -4.840 0.297 -0.074 -0.186
H -2.852 4.806 -2.143 -0.037 -0.009 -0.010
H -4.097 5.995 -2.515 0.007 0.038 -0.123
H -2.381 6.453 -2.528 -0.071 0.035 -0.033
H 0.086 3.580 -6.253 -0.024 0.023 0.033
H 0.986 2.753 -4.951 -0.058 -0.010 0.049
H 0.941 4.534 -4.996 -0.035 -0.013 0.017
```
Positions in Å, forces in eV/Å.

Computed properties:
Max |F| = 2.160 eV/A
E_LUMO = -0.145 Eh
Total charge = +1
Spin multiplicity = 1

Löwdin population analysis, charges in e, atoms 1 to 4:
1. C -0.1165
2. C -0.2544
3. C -0.2367
4. C -0.2334

# 2
A molecular structure, C25H50CaHgO13S5, computed with the ωB97M-V functional and the def2-TZVPD basis.

Geometry as XYZ:
```
95
Properties=species:S:1:pos:R:3:forces:R:3
Ca 0.778 3.129 -2.568 -2.391 0.853 0.881
Hg 3.432 0.792 -1.973 -0.937 -1.114 2.204
C -3.356 4.242 -3.335 0.192 -0.010 0.101
C -1.960 3.738 -3.072 -0.236 0.173 -0.019
O -1.629 3.340 -1.915 0.781 -0.446 -0.011
O -1.126 3.801 -4.018 1.207 -0.497 0.226
H -3.765 3.823 -4.252 0.114 -0.019 -0.056
H -3.240 5.316 -3.495 -0.245 0.023 0.016
H -4.028 4.050 -2.503 0.029 0.074 0.050
C -0.507 0.467 0.018 -0.217 1.191 -0.925
C 0.864 1.098 0.213 0.669 -0.912 1.379
C 1.652 0.218 1.177 0.658 -0.519 0.246
O 1.519 1.415 -1.005 0.555 1.007 -2.739
H -1.039 1.044 -0.748 -0.201 -0.018 0.168
H -1.049 0.602 0.954 -0.100 -0.296 -0.002
H -0.513 -0.568 -0.317 0.318 -0.103 0.265
H 0.784 2.070 0.719 -0.293 0.004 -0.137
H 1.316 0.373 2.203 -0.065 0.174 -0.044
H 2.732 0.387 1.156 -0.148 0.380 -0.001
H 1.534 -0.857 1.004 -0.210 0.085 -0.341
C 0.170 5.533 2.834 0.811 -0.434 0.495
C -1.219 5.067 2.352 -1.043 1.968 0.818
C -1.285 4.926 0.833 0.842 -2.139 0.314
S 0.279 5.535 0.210 -0.928 0.649 0.829
O 0.134 6.924 -0.092 0.369 0.141 -0.317
O 0.864 4.650 -0.806 0.273 -0.469 -0.658
C 1.189 5.301 1.732 -0.095 0.198 -0.727
H 0.550 4.999 3.708 -0.375 -0.215 0.004
H 0.176 6.568 3.168 -0.186 0.130 -0.395
H -1.889 5.884 2.637 -0.029 0.012 -0.161
H -1.668 4.254 2.918 0.490 -0.541 -0.371
H -2.175 5.294 0.338 0.211 0.362 -0.175
H -1.193 3.852 0.630 -0.338 0.071 -0.374
H 1.995 6.032 1.680 0.126 -0.130 0.162
H 1.565 4.279 1.694 0.110 0.035 0.111
C -1.720 -4.354 2.769 -0.787 -0.433 -0.132
C -0.987 -3.031 2.633 0.341 0.534 -0.327
C -0.294 -2.832 3.983 1.409 0.240 0.412
S -0.256 -4.439 4.849 -0.793 -0.105 -0.730
O -1.331 -4.479 5.799 0.034 -0.058 0.167
O 1.084 -4.792 5.217 0.235 0.204 0.137
C -0.742 -5.352 3.347 0.366 0.945 0.990
H -2.268 -4.718 1.900 0.317 0.119 -0.244
H -2.482 -4.222 3.546 -0.142 0.092 -0.166
H -1.624 -2.213 2.289 -0.349 0.016 0.681
H -0.202 -2.983 1.865 -0.015 -0.769 -0.053
H -0.621 -2.020 4.629 -0.502 -0.264 0.080
H 0.788 -2.693 3.891 -0.095 0.304 -0.340
H -1.159 -6.292 3.693 0.136 -0.189 -0.296
H 0.198 -5.387 2.796 -0.146 -0.604 -0.228
C -4.751 0.236 -2.648 0.142 0.702 -0.038
C -4.255 0.763 -1.297 0.202 -0.214 0.541
C -5.458 0.851 -0.368 -0.261 0.370 -0.697
S -6.804 1.444 -1.434 0.367 -1.045 -0.732
O -6.975 2.860 -1.315 0.001 0.429 0.266
O -7.900 0.527 -1.308 -0.303 0.090 0.185
C -5.955 1.104 -3.017 0.193 0.123 1.002
H -5.039 -0.814 -2.611 0.173 -0.050 -0.010
H -3.958 0.425 -3.375 -0.079 -0.496 -0.193
H -3.759 1.728 -1.427 -0.147 0.071 -0.002
H -3.523 0.107 -0.816 0.093 -0.072 -0.252
H -5.365 1.559 0.449 0.009 -0.212 0.197
H -5.762 -0.155 -0.086 -0.082 0.126 0.405
H -5.620 2.099 -3.305 -0.159 -0.090 -0.520
H -6.656 0.619 -3.687 -0.082 0.278 -0.156
C 7.140 -2.104 1.748 -0.314 -0.823 -0.573
C 5.849 -2.961 1.861 -0.630 -0.027 0.047
C 4.759 -2.540 0.846 0.969 1.659 -0.242
S 5.544 -1.155 -0.051 0.719 -1.301 0.587
O 4.599 -0.012 -0.203 -0.058 0.499 -0.594
O 6.186 -1.665 -1.228 -0.212 0.423 -0.382
C 6.732 -0.740 1.219 -1.091 -0.237 0.101
H 7.796 -2.627 1.053 0.358 0.311 0.111
H 7.578 -2.050 2.739 0.306 0.159 -0.128
H 5.432 -2.810 2.855 -0.034 -0.186 0.009
H 6.029 -4.023 1.721 0.301 0.023 0.186
H 3.928 -2.052 1.351 -0.423 -0.476 -0.200
H 4.526 -3.211 0.024 -0.346 -0.282 0.344
H 6.051 -0.292 1.951 0.494 0.529 0.101
H 7.478 -0.069 0.805 0.094 0.034 0.180
C 0.447 -2.386 -4.200 0.302 0.068 0.956
C -0.411 -2.973 -3.034 0.447 -0.193 -0.778
C 0.477 -3.236 -1.811 0.025 -0.237 -0.088
S 2.142 -2.723 -2.252 -0.549 -0.490 -0.642
O 3.114 -3.647 -1.760 0.405 0.045 0.345
O 2.343 -1.290 -1.952 -0.136 0.056 -0.129
C 1.871 -2.902 -4.010 0.079 0.353 0.442
H 0.463 -1.303 -4.068 -0.095 0.073 -0.597
H 0.075 -2.722 -5.161 -0.182 0.427 -0.102
H -0.764 -3.916 -3.447 -0.399 -0.073 0.522
H -1.242 -2.324 -2.778 -0.108 -0.063 -0.153
H 0.617 -4.307 -1.662 -0.020 0.014 0.179
H 0.113 -2.798 -0.886 0.240 0.160 0.040
H 1.984 -3.966 -4.215 0.063 0.006 -0.091
H 2.648 -2.315 -4.497 -0.001 -0.158 -0.215
```
Positions in Å, forces in eV/Å.

Computed properties:
Max |F| = 2.971 eV/A
E_LUMO = -0.364 Eh
Total charge = +2
Spin multiplicity = 1

Löwdin population analysis, charges in e, atoms 1 to 4:
1. Ca 1.5601
2. Hg 1.3175
3. C 0.0161
4. C -0.7248